Entry from the Open Molecules 2025 dataset: C4H8O2 in the gas phase at a distorted geometry (ωB97M-V with the def2-TZVPD basis set).

Energy relative to the best compared isomer or geometry (same formula, charge and spin) in eV: 1.454

Geometry as XYZ:
```
14
Properties=species:S:1:pos:R:3:forces:R:3
C -2.01224 -0.30558 0.57631 0.30 -0.19 0.05
C -0.68792 0.41561 0.21483 -0.31 0.92 -0.24
O -0.96092 1.52996 -0.19598 0.16 0.11 -0.13
C 0.91685 0.19045 0.25498 -0.35 -0.23 0.06
C 1.50897 -0.81662 -0.74365 -0.23 -0.08 0.00
O 1.45605 1.44801 -0.04483 0.07 -0.01 0.12
H -2.53931 -0.49668 -0.36954 0.33 -0.15 0.18
H -2.62392 0.47116 1.06281 0.39 -0.33 -0.05
H -2.03156 -1.20194 1.19385 0.42 -0.05 -0.12
H 1.25087 -0.08734 1.26814 -0.47 -0.07 -0.08
H 1.32100 -1.85452 -0.45693 -0.10 0.07 -0.05
H 2.59850 -0.67064 -0.78823 -0.39 0.04 0.19
H 1.12868 -0.63417 -1.75293 -0.05 -0.05 0.13
H 0.67494 2.01231 -0.21882 0.22 0.02 -0.07
```
Forces are in eV/Å.

***

Entry from the Open Molecules 2025 dataset: a molecular structure, C8H9O6PV at a distorted geometry (ωB97M-V with the def2-TZVPD basis set).

Net charge: +3
<S²>: 2.36
2S+1: 3
DFT total energy in eV: -55664.4138

Geometry as XYZ:
```
25
Properties=species:S:1:pos:R:3:forces:R:3
O 3.31130 1.97119 -3.03698 -0.01 0.12 0.24
C 2.79803 2.21376 -2.07027 -0.08 -0.14 -0.24
V -2.03409 1.80973 -0.85068 -1.18 -1.16 2.43
O -2.05462 4.34985 -2.49425 0.75 -3.88 2.15
C -1.92619 3.36324 -1.92091 -0.85 7.20 -4.33
C -3.88106 1.49489 -0.12887 -5.78 -3.67 3.90
O -4.63907 0.87328 0.47943 3.19 3.14 -2.87
C -0.66349 2.32778 0.35072 6.89 3.24 7.26
O 0.07258 2.76872 1.16205 -4.36 -2.54 -4.89
C -1.39881 0.61607 -2.14724 2.43 -6.12 -7.82
O -1.17885 -0.04727 -3.08347 -1.06 3.43 4.85
C 0.78413 -2.45599 2.39824 -0.18 -0.34 0.93
P 0.38272 -1.19379 1.14021 2.63 -2.59 -0.96
C 0.04662 -2.18958 -0.37144 0.03 0.98 0.22
C 1.94191 -0.24842 0.86591 -0.89 0.03 -0.39
O -0.77187 -0.29244 1.46742 -1.65 1.97 -0.48
H 0.10608 -2.36940 3.27651 0.48 -0.06 -0.55
H 1.84049 -2.30707 2.70557 -0.63 -0.04 -0.12
H 0.66071 -3.44940 1.91434 0.02 0.62 0.29
H -0.86246 -2.76451 -0.25633 -0.25 -0.17 0.22
H -0.09378 -1.46200 -1.17134 0.14 -0.17 -0.21
H 0.87412 -2.85672 -0.60985 0.14 0.10 0.09
H 1.74735 0.38409 0.00439 0.10 0.17 -0.29
H 2.16226 0.37188 1.71322 0.06 0.25 0.61
H 2.77598 -0.90788 0.66365 0.06 -0.39 -0.04
```
Forces are in eV/Å.

***

Entry from the Open Molecules 2025 dataset: C21H21NO4 in the gas phase at a distorted geometry (ωB97M-V with the def2-TZVPD basis set).

Energy relative to the best compared isomer or geometry (same formula, charge and spin) in eV: 2.236

Geometry as XYZ:
```
47
Properties=species:S:1:pos:R:3:forces:R:3
C 2.89459 -6.25682 2.29036 -0.12 0.29 0.28
C 3.01881 -5.19899 3.38366 0.29 -0.20 -0.24
O 1.78358 -4.90782 4.00330 -0.24 0.05 0.13
C 0.86102 -4.14295 3.35236 -0.16 0.10 -0.04
C 1.05376 -3.47804 2.14990 0.26 -0.25 0.24
C 0.04102 -2.70579 1.59723 -0.39 0.15 -0.11
C -1.18259 -2.58899 2.23583 0.19 -0.21 0.08
O -2.25840 -1.86948 1.77802 0.08 0.09 0.19
C -2.15502 -1.18570 0.55966 -0.10 0.12 -0.48
C -1.29053 0.03762 0.63372 0.23 -0.05 0.81
C -0.50961 0.54837 1.63151 -0.44 -0.32 -0.38
C 0.04507 1.73852 1.11986 -0.23 0.20 -0.84
C -0.43245 1.87966 -0.16009 0.66 0.16 1.17
C -0.13095 3.01495 -1.04822 -0.03 0.20 -0.15
O 0.57726 3.91259 -0.62066 -0.03 -0.18 0.15
N -0.66476 3.04544 -2.30448 0.07 0.11 -0.11
C -1.52383 2.01339 -2.84309 -0.25 -0.44 -0.11
C -0.44782 4.19102 -3.11252 0.10 0.37 -0.14
C -1.52738 4.81104 -3.73331 0.09 -0.10 0.13
C -1.32355 5.91897 -4.53503 -0.01 0.07 -0.09
C -0.04679 6.42145 -4.71909 -0.04 0.09 -0.05
C 1.02713 5.80813 -4.09697 0.02 -0.03 -0.02
C 0.83369 4.69456 -3.29980 -0.02 -0.04 -0.02
O -1.25153 0.83358 -0.45155 -0.24 -0.26 -0.16
C -1.37746 -3.25450 3.44697 -0.01 0.15 -0.21
C -0.37369 -4.01674 3.99518 0.21 -0.04 -0.09
H 3.87648 -6.48030 1.88219 0.10 -0.04 -0.07
H 2.24735 -5.91130 1.48799 -0.02 -0.02 -0.10
H 2.46856 -7.16635 2.70618 -0.02 -0.10 0.01
H 3.48289 -4.28513 2.99207 -0.03 -0.05 0.10
H 3.64470 -5.57892 4.19618 -0.03 0.12 -0.13
H 1.99171 -3.53580 1.62058 0.09 -0.05 -0.02
H 0.23865 -2.19438 0.66828 -0.01 0.06 -0.07
H -1.79916 -1.85065 -0.24361 -0.06 0.06 0.11
H -3.18032 -0.88480 0.31331 0.18 -0.06 -0.04
H -0.35493 0.12634 2.60297 -0.01 -0.15 0.17
H 0.70909 2.41692 1.61336 0.13 0.20 0.03
H -1.04089 1.03898 -2.76242 -0.11 0.06 -0.08
H -2.48416 1.96861 -2.32376 0.02 -0.04 -0.11
H -1.69819 2.22280 -3.89671 0.03 0.00 0.09
H -2.52857 4.43691 -3.57784 -0.08 -0.06 0.03
H -2.16820 6.39573 -5.01049 -0.06 0.03 -0.03
H 0.10882 7.28948 -5.34205 0.01 0.07 -0.05
H 2.02539 6.19535 -4.23632 0.09 0.03 -0.01
H 1.67004 4.21942 -2.81415 0.04 -0.03 0.04
H -2.33151 -3.15597 3.93931 -0.12 0.00 0.08
H -0.51736 -4.53042 4.93215 -0.03 -0.07 0.12
```
Forces are in eV/Å.

***

Entry from the Open Molecules 2025 dataset: 8 unconnected molecules or ions with the total composition C12H20Br8Cl12 at a distorted geometry (ωB97M-V with the def2-TZVPD basis set).

Energy relative to the best compared isomer or geometry (same formula, charge and spin) in eV: 0.423

Geometry as XYZ:
```
52
Properties=species:S:1:pos:R:3:forces:R:3
Cl 1.35349 -6.88191 0.29682 0.37 0.30 0.36
C 2.43164 -5.60953 0.95446 0.19 -0.74 -0.74
Cl 2.20557 -4.14284 0.00964 0.06 0.09 0.49
Cl 4.13311 -6.12194 0.84347 -0.24 0.01 0.11
H 2.20122 -5.50520 2.00508 -0.13 0.39 -0.05
Cl 4.07089 1.41364 1.03336 -0.16 -0.40 0.13
C 4.04722 -0.18927 1.81693 -0.04 0.66 0.16
Cl 5.04110 -1.35148 0.96169 -0.19 -0.01 -0.07
Cl 2.37797 -0.75557 2.07583 0.36 0.05 -0.07
H 4.48425 -0.00972 2.78933 -0.04 -0.26 0.09
Cl -2.19455 -5.44094 0.22737 -0.02 -0.02 -0.42
C -1.77970 -5.41505 -1.49766 0.41 -0.11 0.00
Cl -1.10407 -6.97966 -2.02400 -0.30 0.33 0.08
Cl -0.64625 -4.10102 -1.84019 -0.12 -0.21 -0.10
H -2.65463 -5.21755 -2.10039 -0.19 -0.12 0.20
Cl -1.36250 3.59213 0.04737 0.13 0.13 -0.07
C -0.53413 4.14363 1.50189 -0.32 -0.75 0.52
Cl 0.71257 2.96403 1.96560 -0.02 0.26 -0.12
Cl -1.72185 4.27517 2.83613 0.42 0.43 -0.48
H -0.05192 5.09367 1.31904 -0.13 0.08 0.06
Br 2.24388 0.19730 -1.95202 -0.21 0.00 -0.15
C 0.88220 -0.90294 -1.11377 -0.16 -0.10 1.06
C -0.14702 -0.03975 -0.37212 1.01 -0.73 -1.21
Br -1.44568 -1.28817 0.40857 0.37 0.59 0.07
H 1.40193 -1.44069 -0.32419 0.13 -0.34 -0.39
H 0.45733 -1.58112 -1.84337 0.02 0.14 -0.15
H -0.62428 0.60647 -1.09919 -0.38 0.21 0.41
H 0.44403 0.49481 0.36526 -0.69 0.21 0.37
Br -3.27721 1.16312 -1.67021 -0.49 0.48 -0.06
C -4.54780 2.58054 -1.14578 0.04 -0.36 0.55
C -5.96036 2.08892 -1.34083 -0.38 0.44 -0.11
Br -7.14147 3.62795 -0.97992 0.11 -0.27 -0.09
H -4.33417 3.51342 -1.65720 0.08 -0.26 -0.44
H -4.35937 2.76332 -0.08985 0.03 -0.12 0.00
H -6.27831 1.32680 -0.64084 0.27 -0.07 0.17
H -6.19068 1.74395 -2.34396 0.15 0.19 -0.08
Br 6.53756 1.95031 -1.48771 -0.33 0.33 -0.51
C 5.26342 2.34741 -2.93834 -0.30 -0.71 -0.26
C 5.58700 1.42136 -4.09602 0.11 -0.02 -0.21
Br 4.31780 1.65300 -5.59080 0.21 0.01 0.51
H 5.22446 3.40830 -3.15665 0.45 0.02 -0.04
H 4.27395 2.04059 -2.61268 0.02 0.18 0.48
H 5.49145 0.39788 -3.74330 -0.12 -0.04 -0.19
H 6.56728 1.53256 -4.54695 0.04 0.26 0.16
Br -5.17544 0.19308 2.94593 0.81 0.30 -0.43
C -3.34071 0.98818 3.07572 -0.58 0.33 0.91
C -2.94127 0.66504 4.50360 0.34 -0.52 0.10
Br -1.32072 1.61518 5.12466 -0.49 -0.35 -0.26
H -3.45167 2.06194 2.97195 -0.24 -0.01 -0.18
H -2.68695 0.61668 2.29485 -0.13 -0.36 0.03
H -2.73776 -0.39557 4.63221 0.20 0.03 -0.13
H -3.74080 0.88954 5.20118 0.10 0.41 -0.01
```
Forces are in eV/Å.

***

Question: Number 4 is which compound?
Answer: C12H20Br8Cl12